Record 1
A single C11H14N2O3 molecule, computed with ωB97M-V/def2-TZVPD.

```
30
Properties=species:S:1:pos:R:3:forces:R:3:nbo_charge:R:1
N 1.5977 4.4749 -1.2344 0.237 -1.982 0.078 -0.32
C 1.6988 3.3156 -1.2077 -0.313 1.186 -0.055 0.28
C 1.7536 1.8331 -1.1787 0.468 -0.386 -0.415 -0.52
C 0.3939 1.2585 -0.7460 -0.900 1.080 0.017 -0.27
N 0.0687 -0.1170 -1.1935 1.729 -2.198 1.381 0.05
O 0.7338 -0.6020 -2.1849 -0.951 0.352 1.108 -0.38
C 2.2707 -1.1118 1.1986 -1.492 0.826 -2.885 -0.16
C 0.9009 -0.8292 1.7787 -0.362 -1.143 1.124 -0.48
C -0.1109 -1.8058 1.0456 1.100 0.644 -0.105 -0.26
C -0.7312 -1.0858 -0.2292 0.079 0.880 -1.131 -0.16
C -1.7817 -0.1023 0.2282 -1.040 1.095 1.566 0.79
O -2.7333 0.1420 -0.6853 0.472 -0.419 0.200 -0.50
C -3.6903 1.1355 -0.2933 -0.091 0.128 -0.073 -0.26
O -1.7495 0.4984 1.3013 -0.073 -1.106 -1.512 -0.61
C 0.8469 -2.8879 0.6042 -0.049 -0.286 0.200 -0.17
C 2.1254 -2.3535 0.5136 0.417 -0.277 0.044 -0.25
H 1.9649 1.4486 -2.1924 0.072 0.309 0.388 0.28
H 2.6035 1.5241 -0.5198 -0.811 0.165 -0.459 0.25
H 0.2709 1.4853 0.3395 -0.177 -0.807 -0.888 0.24
H -0.4215 1.7762 -1.2845 0.540 0.685 0.391 0.22
H 2.8640 -0.2726 0.7737 0.166 -0.926 0.819 0.20
H 1.1095 -1.2699 2.7695 -0.951 0.241 0.259 0.24
H 0.4376 0.1478 1.9286 0.778 0.000 -0.167 0.25
H -0.9718 -2.1322 1.6939 0.835 0.351 -0.706 0.24
H -1.1428 -1.8115 -0.9581 0.162 0.365 0.534 0.25
H -4.3526 1.2407 -1.1556 0.102 0.029 0.247 0.20
H -4.2392 0.7906 0.5912 0.125 0.200 -0.220 0.20
H -3.1679 2.0752 -0.0756 -0.269 -0.206 0.001 0.20
H 0.5184 -3.9410 0.4347 0.489 1.121 -0.280 0.22
H 2.9333 -2.8241 -0.0625 -0.293 0.079 0.539 0.22
```
Forces are in eV/Å.

The calculation puts the total energy at -20751.143 eV. The spin multiplicity is 1. As for the HOMO-LUMO gap (alpha / beta): 8.276 / 7.941 eV. Its highest occupied orbital energy (alpha / beta) is -8.756 / -7.844 eV. For the LUMO energy (alpha / beta), the calculation gives -0.5 / 0.1 eV.

Record 2
2 unconnected molecules or ions with the total composition C11H14N2Si, computed with ωB97M-V/def2-TZVPD.

```
28
Properties=species:S:1:pos:R:3:forces:R:3:nbo_charge:R:1
C -3.0135 2.2283 -0.5399 0.574 -0.425 0.239 -0.28
C -2.6424 2.1202 0.8024 1.970 -2.652 -0.939 -0.29
C 3.3475 0.9837 1.0245 -2.285 -0.056 -0.341 -0.32
C 3.9944 0.5114 -0.1403 -0.182 -0.217 -1.459 -0.31
C -2.2570 1.4185 -1.3020 0.975 -0.277 -2.040 -0.07
C -1.6307 1.1634 0.8176 -1.461 1.219 -0.942 -0.05
C 1.9835 1.1468 0.7070 0.601 0.023 0.119 -0.10
C 3.0314 0.4208 -1.1365 -0.665 0.889 -0.041 -0.13
C 0.7434 -2.8762 0.3335 0.975 0.093 -2.409 -0.33
C -0.3716 -2.1934 -0.0256 0.276 0.579 0.498 -0.45
C -1.7833 -2.5202 0.5614 0.425 0.515 -1.096 -0.65
N -1.3796 0.7306 -0.4634 0.419 -0.535 0.368 -0.78
N 1.8101 0.9118 -0.6321 -1.966 -2.764 -0.780 -0.55
Si -0.2101 -0.4942 -1.0087 0.892 2.956 0.477 1.62
H -3.7127 2.8479 -0.9395 -1.955 1.682 -0.913 0.21
H -3.1446 2.3937 1.6534 -0.915 1.250 1.727 0.22
H 3.6418 1.1706 2.0180 0.993 0.092 0.769 0.22
H 5.0229 0.2910 -0.4264 -0.118 0.213 0.807 0.22
H -2.1849 1.4214 -2.4469 -0.089 -0.391 2.111 0.23
H -1.0561 0.8257 1.6150 0.733 -0.726 1.244 0.20
H 1.1052 1.4646 1.3240 1.229 -0.270 -0.576 0.20
H 3.1545 0.3208 -2.2383 -0.086 -0.206 1.152 0.20
H 1.7768 -2.6416 -0.1015 -1.604 0.269 0.764 0.22
H 0.7784 -3.8990 0.7226 -0.645 0.514 0.587 0.21
H -1.7824 -3.4746 1.0472 0.234 -0.691 0.155 0.23
H -2.6429 -2.5044 -0.1377 0.756 0.032 -0.034 0.23
H -2.0396 -1.8002 1.3188 0.031 0.496 0.336 0.23
H -0.5388 0.0325 -2.4065 0.888 -1.611 0.217 -0.15
```
Forces are in eV/Å.

The calculation puts the total energy at -22488.216 eV. The spin multiplicity is 1. As for the HOMO-LUMO gap: 7.180 eV. Its highest occupied orbital energy is -7.659 eV. For the LUMO energy, the calculation gives -0.5 eV.

Record 3
2 unconnected molecules or ions with the total composition C11H14NO6PS, computed with ωB97M-V/def2-TZVPD.

```
34
Properties=species:S:1:pos:R:3:forces:R:3:nbo_charge:R:1
O -6.2330 -1.5575 -4.1276 2.294 0.907 3.476 -0.54
C -5.4801 -1.2270 -3.1865 -0.682 0.325 -1.747 0.67
N -5.4461 -1.8268 -1.8487 1.718 -0.348 -0.534 -0.68
C -4.1522 -1.6556 -1.1490 0.539 0.485 0.344 0.69
O -3.6820 -2.2886 -0.1817 -2.142 2.084 -3.654 -0.52
C -3.5435 -0.4188 -1.9413 1.339 3.737 -2.834 -0.14
C -2.3325 0.5015 -1.6675 -0.971 -0.569 -1.917 -0.11
S -1.3230 0.1015 -0.1394 -0.195 0.256 -1.189 -0.02
C -1.9273 1.6885 -2.6133 -3.820 -2.441 -1.057 -0.20
C -2.8408 1.9556 -3.8668 -0.492 -2.297 2.104 -0.19
C -4.0875 1.0574 -4.2001 2.464 -0.930 3.611 -0.19
C -4.3658 -0.0939 -3.2166 1.712 0.350 1.617 -0.10
H -5.9252 -2.7268 -1.7168 0.254 0.636 -0.191 0.42
H -0.5919 -1.0312 -0.4823 -0.869 0.937 -0.260 0.16
H -1.0093 2.3431 -2.4055 -1.632 -1.263 -0.239 0.26
H -2.5562 2.8449 -4.5401 -0.629 -1.677 1.119 0.24
H -4.7653 1.2187 -5.0959 1.137 -0.181 1.364 0.26
C 3.6635 -2.2706 2.5543 0.247 -0.493 0.185 -0.28
O 3.5732 -1.3303 1.4875 -2.362 -0.398 2.556 -0.67
P 2.8565 0.1729 1.9272 4.763 4.827 -7.743 2.25
O 2.6957 0.5587 0.4668 -0.938 -0.952 1.097 -0.98
O 4.3045 0.7187 2.4907 -1.035 0.175 1.170 -0.82
C 5.4633 0.5763 1.6836 0.487 -0.666 -0.102 -0.24
O 2.1119 1.6372 2.4302 -0.770 -2.980 2.015 -0.64
C 1.8498 1.7272 3.8289 0.012 0.218 0.554 -0.28
H 4.1912 -3.1577 2.1974 -0.076 0.150 -0.032 0.20
H 4.2167 -1.8477 3.3990 0.017 -0.059 0.035 0.17
H 2.6617 -2.5626 2.8820 0.149 -0.190 0.049 0.17
H 5.2228 0.4587 0.6242 -0.172 0.021 0.155 0.21
H 6.0276 -0.2967 2.0257 0.044 0.075 -0.162 0.17
H 6.0890 1.4603 1.8081 -0.222 0.062 0.176 0.19
H 2.7840 1.6804 4.3986 -0.087 0.039 -0.004 0.18
H 1.1906 0.9128 4.1399 -0.083 0.179 0.171 0.17
H 1.3596 2.6773 4.0348 0.002 -0.022 -0.133 0.20
```
Forces are in eV/Å.

The calculation puts the total energy at -45526.803 eV. Its structure (SMILES) is O=C1NC(=O)c2c(S)cccc21.COP(=O)(OC)OC. The spin multiplicity is 1. As for the HOMO-LUMO gap: 6.421 eV. Its highest occupied orbital energy is -9.049 eV. For the LUMO energy, the calculation gives -2.6 eV.

Record 4
A gas-phase ion, C11H14O3P (charge -1), computed with ωB97M-V/def2-TZVPD.

```
29
Properties=species:S:1:pos:R:3:forces:R:3:nbo_charge:R:1
C 2.6079 0.3959 0.1545 -2.282 -1.268 1.144 -0.61
C 3.8741 0.0286 -0.1327 1.109 0.554 -1.195 0.66
C 2.9184 -2.1714 0.0799 0.707 -1.625 -1.597 0.53
C -0.6220 -1.9386 -0.6810 -1.952 -2.345 -1.572 -0.24
C -1.4244 -1.9986 0.3963 0.150 0.875 -1.201 -0.22
C 0.9933 1.8683 -0.8871 -2.304 2.407 0.521 -0.43
C -0.2600 0.9695 -0.9070 3.240 -1.966 0.115 -0.28
C 2.0044 1.8218 0.2598 1.200 -3.555 -0.235 -0.24
C 0.5562 -1.2119 -1.0127 -0.542 3.374 0.032 -0.51
C -2.3751 -3.1070 0.5644 0.188 -2.316 0.095 -0.65
C 1.4337 2.0405 1.6393 1.327 0.997 -0.644 -0.60
O 4.8866 0.6764 -0.4147 -0.244 -0.824 0.359 -0.72
O 2.8649 -3.3965 -0.0552 -0.105 1.169 0.518 -0.65
O 4.0088 -1.5046 -0.2837 0.099 0.780 0.751 -0.55
P 1.5018 -1.0945 0.4806 1.926 2.782 1.551 0.67
H -0.9009 -2.7332 -1.4370 0.206 0.777 0.583 0.19
H -1.3757 -1.4071 1.2850 0.584 0.745 0.139 0.20
H 1.5555 1.7236 -1.7831 0.187 -0.032 -0.793 0.22
H 0.5435 2.9674 -0.9130 0.759 -1.651 -0.154 0.18
H -0.9080 0.9230 -0.0646 -0.057 -0.218 1.055 0.18
H -0.8697 1.0414 -1.7683 -0.204 -0.064 -1.181 0.18
H 2.8585 2.4709 0.0586 -0.344 0.387 -0.082 0.23
H 1.1556 -1.3217 -1.9413 -1.046 0.027 0.433 0.24
H -2.9229 -3.0290 1.4859 -0.157 0.068 0.566 0.20
H -3.1403 -3.4355 -0.1740 0.813 0.667 -0.137 0.21
H -1.6248 -3.9344 0.6834 -1.269 -0.129 0.097 0.22
H 0.6882 2.7314 1.4836 -2.063 2.035 0.151 0.18
H 2.1487 2.4928 2.2972 0.615 0.230 0.343 0.20
H 0.9981 1.2599 2.1751 -0.539 -1.882 0.337 0.21
```
Forces are in eV/Å.

The calculation puts the total energy at -27062.522 eV. The spin multiplicity is 1. As for the charge: -1. As for the HOMO-LUMO gap (alpha / beta): 6.572 / 6.571 eV. Its highest occupied orbital energy (alpha / beta) is -3.289 / -3.289 eV. For the LUMO energy (alpha / beta), the calculation gives 3.3 / 3.3 eV.